ORCA calculation (ωB97M-V/def2-TZVPD) on one molecule with the formula CH5N3O at a distorted geometry.

## Properties
Orbital gap (spin up / spin down) ... 8.0 / 7.3 eV
Charge ... 0
E ... -7630.6899 eV
Lowest unoccupied orbital energy (spin up / spin down) ... -0.47 / -1.46 eV
F_max ... 2.64 eV/Å
HOMO (spin up / spin down) ... -8.438 / -8.775 eV

Each line ends with the natural charge from an NBO analysis.
Positions of all 10 atoms, in Å:
O -1.521 -0.927 -0.439  -0.764
N -1.057 0.597 1.097  -0.410
N 1.283 -0.622 0.061  -0.577
N 0.501 0.450 -0.353  -0.220
C -1.072 0.282 -0.256  0.338
H -0.656 -0.200 1.601  0.322
H 0.953 1.355 -0.245  0.390
H -1.436 1.102 -0.892  0.131
H 2.208 -0.568 -0.348  0.381
H 0.795 -1.469 -0.224  0.410

ORCA calculation (ωB97M-V/def2-TZVPD) on one molecule with the formula C14H29N at a distorted geometry.

## Properties
Orbital gap ... 8.9 eV
Charge ... 0
E ... -16475.9839 eV
Lowest unoccupied orbital energy ... 0.98 eV
F_max ... 4.39 eV/Å
HOMO ... -7.955 eV

Each line ends with the natural charge from an NBO analysis.
Positions of all 44 atoms, in Å:
N 1.958 -1.581 -2.368  -0.476
C 2.467 -2.926 -2.130  -0.202
C 1.749 -1.039 -3.729  -0.192
C -0.727 1.384 1.737  -0.389
C 1.432 0.223 -0.684  -0.222
C -2.606 4.102 3.703  -0.598
C -0.835 0.906 0.360  -0.428
C -0.124 -1.605 0.169  -0.659
C -1.773 2.903 3.552  -0.220
C 0.624 -1.785 -4.558  -0.625
C 0.191 -0.135 -0.100  0.082
C 2.464 -0.655 -1.333  -0.258
C 1.389 -3.976 -2.508  -0.609
C -1.782 2.422 2.096  -0.384
C -2.325 1.878 4.561  -0.608
H 2.596 -1.061 -4.278  0.163
H 0.362 -3.631 -2.134  0.207
H -1.794 0.483 0.266  0.202
H -0.208 -2.178 -3.930  0.217
H 1.339 -4.238 -3.526  0.202
H -1.758 0.974 4.423  0.201
H 3.331 -0.041 -1.654  0.180
H -0.192 -1.679 1.245  0.212
H -2.409 4.676 4.605  0.205
H -0.709 1.841 -0.282  0.205
H 0.308 -1.166 -5.378  0.211
H -0.971 -1.905 -0.370  0.217
H 1.592 1.274 -0.862  0.184
H -0.747 0.611 2.418  0.194
H 0.669 -2.279 -0.150  0.216
H 0.956 -2.607 -5.155  0.201
H 1.458 0.064 -3.583  0.199
H 3.361 -3.113 -2.614  0.167
H -1.688 3.309 1.422  0.200
H -3.389 1.664 4.531  0.207
H 2.848 -1.251 -0.469  0.205
H 2.635 -3.098 -1.079  0.191
H -2.410 4.832 2.957  0.201
H -2.816 2.041 1.874  0.195
H -0.763 3.295 3.881  0.199
H 1.680 -4.868 -2.043  0.201
H 0.309 1.802 1.807  0.196
H -3.644 3.956 3.760  0.199
H -2.048 2.174 5.546  0.210